{
  "formula": "C37H49N7O2V",
  "method": "the ωB97M-V functional and the def2-TZVPD basis",
  "e_above_lowest_kcal_mol": 0.0,
  "total_charge": 0,
  "homo_energy_ev": [-7.358, -6.599],
  "total_energy_ha": -2917.12573,
  "e_lumo_ev": [0.07, 0.05],
  "multiplicity": 2,
  "homo_lumo_gap_ev": [7.43, 6.65],
  "symbols": ["V", "C", "C", "C", "C", "C", "C", "C", "C", "C", "C", "C", "C", "N", "C", "O", "C", "C", "C", "C", "C", "N", "C", "O", "N", "C", "C", "C", "C", "C", "C", "C", "C", "C", "C", "C", "C", "H", "H", "H", "H", "H", "H", "H", "H", "H", "H", "H", "H", "H", "H", "H", "H", "H", "H", "H", "H", "H", "H", "H", "H", "H", "H", "H", "H", "H", "H", "H", "H", "H", "H", "H", "H", "H", "C", "N", "C", "N", "C", "N", "C", "N", "C", "C", "H", "H", "H", "H", "H", "H", "H", "H", "H", "H", "H", "H"],
  "coordinates": [[0.0167, 0.0458, -0.0432], [-0.4216, 5.9428, -1.4750], [-0.0423, 4.4640, -1.4869], [0.4670, 4.0412, -2.8669], [0.9892, 4.1091, -0.4332], [2.1090, 4.9211, -0.2731], [3.1384, 4.5780, 0.5871], [3.0729, 3.3868, 1.2900], [1.9660, 2.5552, 1.1659], [1.9388, 1.2015, 1.8412], [2.6364, 1.1605, 3.1984], [2.5339, 0.1045, 0.9452], [0.9102, 2.9366, 0.3263], [-0.1787, 2.0253, 0.1797], [-1.4779, 2.4320, 0.4096], [-1.8492, 3.4623, 0.9419], [-2.4407, 1.4210, -0.1830], [-3.7858, 1.5951, -0.4415], [-4.4707, 0.5849, -1.1112], [-3.7999, -0.5562, -1.5394], [-2.4543, -0.6779, -1.2497], [-1.8361, 0.2879, -0.5636], [-1.5045, -1.7685, -1.7108], [-1.8968, -2.7622, -2.2929], [-0.1995, -1.4264, -1.4092], [0.8434, -2.1978, -2.0284], [1.1481, -1.9219, -3.3675], [2.1221, -2.6901, -3.9990], [2.7902, -3.6945, -3.3211], [2.5150, -3.9189, -1.9822], [1.5522, -3.1698, -1.3127], [1.2684, -3.4270, 0.1487], [2.4913, -3.8471, 0.9574], [0.1334, -4.4386, 0.3172], [0.4325, -0.8306, -4.1419], [1.3988, 0.0718, -4.9064], [-0.6136, -1.4295, -5.0865], [-1.2743, 6.1203, -2.1334], [0.3961, 6.5737, -1.8320], [-0.6952, 6.2746, -0.4727], [-0.9491, 3.9021, -1.2883], [1.3841, 4.5795, -3.1203], [-0.2744, 4.2541, -3.6407], [0.6912, 2.9722, -2.9025], [2.1848, 5.8377, -0.8454], [3.9944, 5.2311, 0.6987], [3.8910, 3.1027, 1.9397], [0.8855, 0.9708, 2.0077], [3.7201, 1.2409, 3.0945], [2.4334, 0.2129, 3.7039], [2.2972, 1.9738, 3.8408], [3.5659, 0.3482, 0.6826], [2.0825, -0.0264, -0.0634], [2.5263, -0.8715, 1.4359], [-4.2683, 2.5144, -0.1358], [-5.5254, 0.7004, -1.3226], [-4.2911, -1.3390, -2.1020], [2.3522, -2.5062, -5.0415], [3.5326, -4.2941, -3.8324], [3.0629, -4.6861, -1.4499], [0.9300, -2.4802, 0.5657], [2.8267, -4.8535, 0.6978], [2.2431, -3.8630, 2.0217], [3.3379, -3.1730, 0.8097], [0.4532, -5.4132, -0.0608], [-0.7531, -4.1469, -0.2479], [-0.1349, -4.5561, 1.3714], [-0.0857, -0.2005, -3.4168], [1.9345, -0.4710, -5.6878], [2.1428, 0.5204, -4.2448], [0.8535, 0.8816, -5.3965], [-0.1163, -1.9289, -5.9234], [-1.2575, -0.6506, -5.5018], [-1.2406, -2.1636, -4.5809], [-1.1467, 0.4450, 3.5967], [-1.6353, -0.2943, 4.7561], [-0.9836, -1.6058, 4.7865], [-1.2499, -2.3852, 3.5722], [-0.7749, -1.6093, 2.4357], [-1.4059, -0.2706, 2.3232], [-2.8691, -0.4974, 2.2344], [-3.3873, -1.2535, 3.3698], [-3.0765, -0.5092, 4.5935], [-2.7013, -2.5439, 3.4322], [-0.0773, 0.6085, 3.7085], [-1.6426, 1.4171, 3.5492], [-1.3485, -2.1610, 5.6519], [0.0950, -1.4677, 4.8899], [-0.9884, -2.1699, 1.5209], [0.3066, -1.4767, 2.5343], [-3.0883, -1.0333, 1.3104], [-3.3645, 0.4735, 2.2056], [-3.4497, -1.0679, 5.4532], [-3.5792, 0.4588, 4.5586], [-2.9104, -3.1077, 2.5207], [-3.0801, -3.1068, 4.2867]],
  "atomic_forces_ev_per_a": [[0.4, 0.1, 0.5], [0.0, 0.1, 0.0], [0.0, 0.0, 0.0], [0.1, 0.0, -0.1], [0.1, 0.2, 0.0], [0.0, 0.0, 0.0], [0.0, 0.0, 0.0], [-0.1, 0.0, 0.0], [0.3, 0.0, -0.1], [0.0, 0.0, -0.1], [0.0, 0.0, 0.0], [0.1, -0.2, -0.1], [-0.4, -0.4, 0.1], [-0.4, 0.4, -0.2], [0.7, -0.2, -0.3], [-0.3, 0.1, 0.1], [0.1, -0.2, -0.1], [0.0, 0.2, 0.0], [0.0, 0.0, 0.0], [0.0, -0.2, -0.1], [0.1, 0.2, 0.1], [-0.3, 0.1, -0.1], [0.6, 0.3, 0.2], [-0.1, -0.1, -0.1], [-0.4, -0.3, 0.2], [-0.4, 0.3, 0.0], [0.2, -0.1, -0.2], [0.0, 0.0, 0.0], [0.0, 0.0, 0.0], [0.0, 0.1, 0.0], [0.2, -0.1, -0.1], [-0.1, 0.0, 0.0], [0.1, -0.1, 0.1], [0.0, -0.1, 0.0], [-0.1, 0.0, 0.1], [0.1, 0.1, -0.1], [0.0, -0.1, -0.1], [0.0, 0.0, 0.0], [0.0, 0.0, 0.0], [0.0, 0.0, 0.0], [0.0, 0.0, 0.0], [0.0, 0.0, 0.0], [0.0, 0.0, 0.0], [0.0, 0.0, 0.0], [0.0, 0.0, 0.0], [0.0, 0.0, 0.0], [0.0, 0.0, 0.0], [-0.1, 0.0, 0.1], [0.0, 0.0, 0.0], [0.0, 0.0, 0.0], [0.0, 0.0, 0.0], [0.0, 0.0, 0.1], [0.0, 0.1, 0.1], [0.1, 0.1, 0.0], [0.0, 0.0, 0.0], [0.0, 0.0, 0.0], [0.0, 0.0, 0.0], [0.0, 0.0, 0.0], [0.0, 0.0, 0.0], [0.0, 0.0, 0.0], [-0.1, 0.2, 0.1], [0.0, 0.0, 0.0], [0.0, 0.0, 0.0], [0.0, 0.0, 0.0], [0.0, 0.0, 0.0], [0.0, 0.0, 0.0], [0.0, 0.0, 0.0], [0.0, 0.0, 0.0], [0.0, 0.0, 0.0], [0.0, 0.0, 0.0], [0.0, 0.0, 0.0], [0.0, 0.0, 0.0], [0.0, 0.0, 0.0], [0.0, 0.0, 0.0], [-0.2, 0.1, -0.1], [0.0, 0.0, -0.1], [0.0, 0.0, 0.0], [0.0, 0.1, 0.0], [0.0, -0.1, 0.1], [0.4, -0.6, -0.1], [0.0, 0.1, 0.0], [0.1, 0.1, 0.0], [0.0, 0.0, 0.0], [0.0, 0.0, 0.0], [0.1, 0.0, 0.0], [0.0, 0.0, 0.0], [0.0, 0.0, 0.0], [0.0, 0.0, 0.0], [0.0, 0.0, 0.0], [0.0, 0.0, 0.0], [0.0, 0.0, 0.0], [0.0, 0.0, 0.0], [0.0, 0.0, 0.0], [0.0, 0.0, 0.0], [0.0, 0.0, 0.0], [0.0, 0.0, 0.0]],
  "mulliken_spin": [1.0680, 0.0000, 0.0022, -0.0001, 0.0038, 0.0001, -0.0007, 0.0034, 0.0083, 0.0007, 0.0036, 0.0086, -0.0163, 0.0142, 0.0202, -0.0069, -0.0213, 0.0145, -0.0194, 0.0139, -0.0158, -0.0918, 0.0162, -0.0067, -0.0067, -0.0166, 0.0177, 0.0009, -0.0003, -0.0025, -0.0081, 0.0066, -0.0004, 0.0016, -0.0027, -0.0008, -0.0009, 0.0000, 0.0000, -0.0001, -0.0017, 0.0000, 0.0000, -0.0003, -0.0001, -0.0001, -0.0001, -0.0102, -0.0002, -0.0003, 0.0003, 0.0017, 0.0077, 0.0010, 0.0000, -0.0020, 0.0000, -0.0002, 0.0000, 0.0000, 0.0201, -0.0001, -0.0002, 0.0007, -0.0002, -0.0001, 0.0000, 0.0011, 0.0002, 0.0003, -0.0001, 0.0002, 0.0000, 0.0002, 0.0039, -0.0002, 0.0001, 0.0003, -0.0012, -0.0384, 0.0193, -0.0006, -0.0001, 0.0001, 0.0008, 0.0005, 0.0001, -0.0002, 0.0085, 0.0030, -0.0014, 0.0014, 0.0001, -0.0002, -0.0001, 0.0001]
}